No. 1
The following is a DFT calculation (wB97M-V/def2-TZVPD) of a cluster of 2 separate species, C8H13NSi in total.

As for the HOMO-LUMO gap: 9.706 eV.

Geometry as ORCA input:
```
! wB97M-V def2-TZVPD RIJCOSX def2/J DEFGRID3
* xyz 0 1
H 0.856 3.582 0.525
H -2.094 -0.470 0.832
H -3.100 0.916 0.808
H -0.880 -0.596 -2.173
H -2.621 0.530 2.462
C 1.294 -0.829 0.390
H 1.644 -0.076 1.083
C 0.316 -0.286 -0.443
C -0.141 -1.120 -1.485
H 1.595 2.939 -0.928
H -1.554 2.175 1.727
N -1.195 1.339 1.313
H -1.697 2.123 -1.399
C -2.362 0.518 1.368
H 1.912 2.219 0.643
C 1.146 2.644 -0.001
C 1.709 -2.156 0.257
H -0.005 -2.957 -2.457
H 2.318 -2.735 1.034
H 1.537 -3.891 -0.903
Si -0.302 1.453 -0.214
C 0.393 -2.393 -1.694
C 1.234 -2.933 -0.746
*
```



No. 2
The following is a DFT calculation (wB97M-V/def2-TZVPD) of the molecule C8H16O4.

As for the HOMO-LUMO gap: 9.850 eV. As for the SMILES: CC1(C)OCC(CO)(CO)CO1.

Geometry as ORCA input:
```
! wB97M-V def2-TZVPD RIJCOSX def2/J DEFGRID3
* xyz 0 1
C -2.606 -0.341 -0.009
H -0.260 -1.500 -1.097
H 1.021 -2.439 0.232
H -1.584 1.923 -1.225
H -2.007 2.050 0.548
H 3.663 0.171 0.693
H 2.537 -2.046 0.981
C -1.331 1.685 -0.245
O 0.946 -0.005 -1.125
H -0.763 -0.122 -2.133
H 2.789 1.435 -0.222
C -0.337 -0.429 -1.163
C 1.917 -1.874 0.133
O 1.088 0.184 1.122
H -3.113 -0.014 -0.928
H -3.059 0.135 0.876
H -3.180 -2.118 -0.586
O -2.648 -1.754 0.196
H -0.668 0.793 2.052
C -1.188 0.192 -0.035
C 2.950 0.333 -0.132
H -0.392 -0.951 1.633
C -0.355 0.073 1.295
O -0.118 2.478 0.105
C 1.689 -0.391 0.004
H 3.425 -0.024 -1.074
H 0.508 2.177 -0.539
H 2.503 -2.184 -0.674
*
```



No. 3
The following is a DFT calculation (wB97M-V/def2-TZVPD) of a structure of composition H19O9.

As for the HOMO-LUMO gap (alpha / beta): 3.155 / 10.684 eV. The expectation value of S² is 0.75.

Geometry as ORCA input:
```
! wB97M-V def2-TZVPD RIJCOSX def2/J DEFGRID3
* xyz 0 2
O -2.524 -1.089 -1.995
O 2.391 2.514 -1.441
O 2.049 -0.036 1.759
H 2.910 2.699 -2.233
O -0.670 -2.009 0.911
H 1.326 -2.823 -1.045
H 0.502 -1.810 0.350
H 1.227 -1.005 -1.160
H -1.940 -1.795 -2.467
O 1.485 -1.971 -0.490
O 1.407 -0.075 -1.938
O -1.445 2.106 1.644
H -2.547 -0.348 2.366
H -0.244 1.641 -1.542
H -0.974 -1.352 1.606
O -2.085 -0.968 2.976
H 1.973 0.003 2.753
H -0.722 1.896 0.989
H 2.948 0.243 1.487
H -3.008 -0.999 3.524
H -1.032 -2.873 1.135
H -1.256 0.633 -1.019
H 1.746 1.001 -1.623
H 0.358 0.049 -2.115
H 2.727 2.530 -0.497
O -0.541 1.220 -0.798
H -1.445 3.095 1.524
H -2.616 -0.475 -2.662
*
```



No. 4
The following is a DFT calculation (wB97M-V/def2-TZVPD) of a structure of composition C13H21AlIN2O.

As for the HOMO-LUMO gap: 2.578 eV.

Geometry as ORCA input:
```
! wB97M-V def2-TZVPD RIJCOSX def2/J DEFGRID3
* xyz 3 1
H 0.177 -0.634 -1.649
C 1.652 2.580 -0.920
C -0.099 -3.513 -0.099
H -3.430 1.102 -1.597
O 2.821 -0.798 2.016
C -3.597 0.192 0.316
H -0.345 -4.637 -0.180
C 0.812 -0.783 0.422
H 2.567 3.510 0.998
C 0.526 -2.367 0.141
C -2.530 -1.021 0.439
H 0.246 1.579 -2.352
C 0.979 -0.063 -1.017
C -1.571 -0.953 1.735
H 2.455 2.679 -1.738
Al -2.094 -5.595 -0.118
H 2.073 -1.568 -2.165
H -3.130 -2.016 0.528
C -0.188 -0.150 1.520
N -3.074 1.221 -0.634
H 3.380 1.957 0.420
N 3.199 -1.006 -0.452
H -1.886 -1.066 -0.527
H -0.439 1.768 -0.650
H -4.606 -0.211 -0.117
H 1.749 1.846 1.303
C 2.411 -0.862 0.826
H -0.461 0.954 1.347
H 3.955 -0.282 -0.484
H -3.841 0.602 1.360
H -2.145 -0.392 2.580
H -3.358 2.134 -0.239
I 0.598 4.532 -0.937
C 2.342 2.476 0.537
C 0.510 1.471 -1.221
H 2.890 0.048 -2.473
H -1.303 -1.988 2.184
C 2.383 -0.566 -1.646
H 0.373 -0.178 2.542
*
```



No. 5
The following is a DFT calculation (wB97M-V/def2-TZVPD) of a cluster of 7 separate species, C4H19NO8 in total.

As for the HOMO-LUMO gap: 10.082 eV. As for the SMILES: CC(=O)NCC=O.O.O.O.O.O.O.

Geometry as ORCA input:
```
! wB97M-V def2-TZVPD RIJCOSX def2/J DEFGRID3
* xyz 0 1
O -0.828 3.756 -2.528
O 1.084 1.860 3.224
H 2.220 1.213 -2.591
C 2.250 1.390 -1.528
H -0.436 -2.150 3.057
O -3.317 -0.783 1.584
H -1.644 -2.327 -0.879
O -2.471 -2.459 -0.388
H -0.936 -0.964 -3.305
H 0.017 3.322 -2.380
C 1.913 0.895 1.241
C 0.880 1.114 -0.978
O -0.124 1.094 -1.696
O -0.628 -1.287 2.667
H 2.669 0.148 0.997
N 0.781 0.836 0.335
H -3.164 0.047 1.128
H -1.592 -1.295 2.548
H -1.449 3.398 -1.891
O 0.702 -2.002 0.330
H 0.169 -2.354 1.065
H 2.442 1.834 1.092
H -0.340 -1.179 -1.973
H -0.099 0.490 0.660
H 2.531 2.443 -1.470
H 3.004 0.722 -1.126
H 0.499 -2.672 -0.339
C 1.493 0.861 2.705
H -3.127 -1.501 0.956
H -3.063 -2.697 -1.112
H 1.474 -0.115 3.210
O -0.909 -1.641 -2.617
*
```



No. 6
The following is a DFT calculation (wB97M-V/def2-TZVPD) of a structure of composition C42H30AsBr6N2O2PW.

As for the HOMO-LUMO gap (alpha / beta): 6.055 / 5.704 eV. The expectation value of S² is 2.03.

Geometry as ORCA input:
```
! wB97M-V def2-TZVPD RIJCOSX def2/J DEFGRID3
* xyz 2 3
H 0.633 -3.061 0.551
C 1.569 -2.599 -3.190
Br -7.073 3.423 3.619
H 5.238 1.006 -1.098
P 0.442 -0.177 -0.112
C 1.661 -0.349 2.401
H 2.392 -3.257 -3.438
C 2.029 -2.459 3.577
H -0.541 1.583 -6.176
H 3.096 0.913 -4.022
C -1.067 -1.970 4.901
C -2.720 -2.251 -0.018
H -1.780 -2.346 -0.542
C 0.497 -1.092 -1.653
H 7.395 0.414 -2.098
C -0.515 -1.548 -3.790
C -5.419 2.654 3.197
H 0.552 -2.917 -5.048
H 2.372 -2.081 -1.269
H 0.510 4.150 -2.919
C 5.207 3.127 -3.744
C -4.008 0.761 2.942
C 1.896 2.560 -3.331
C -2.989 -1.988 6.318
H 6.763 3.287 -5.205
C -0.158 2.928 -4.551
C -5.256 1.281 3.268
C 1.557 -1.941 -1.969
H 1.357 -4.212 2.568
H -1.056 3.509 -4.715
Br -6.654 -3.387 -0.434
H -1.349 -0.210 -2.338
C 2.176 1.472 -4.156
O -1.744 0.965 2.302
H -4.787 -1.252 5.335
H -3.852 -3.349 -1.452
O -3.796 -0.689 2.999
C 1.301 1.121 -5.172
H 4.601 3.896 -4.212
Br -1.614 3.915 1.974
C 6.426 2.785 -4.308
C 4.757 2.486 -2.592
N -2.683 -1.553 1.137
C 0.898 -2.460 1.412
Br -6.657 0.148 3.804
C -3.838 -1.436 1.769
W -0.770 -0.789 1.911
C -5.049 -1.945 1.389
C 0.535 -2.405 -4.095
H 1.009 2.062 0.525
C 5.554 1.511 -2.003
N -1.756 -1.446 3.871
C -4.325 3.459 2.805
C 0.726 3.286 -3.538
C 7.214 1.805 -3.719
C 1.229 -1.058 1.216
C -3.731 -1.466 5.259
C 1.428 -3.131 2.540
C -5.064 -2.654 0.190
H -0.020 -2.166 4.716
H 2.826 0.568 -1.467
C -3.879 -2.804 -0.519
Br -3.815 -2.339 7.945
C 1.170 1.463 -0.374
H 1.538 0.289 -5.824
C -3.095 2.897 2.499
C -2.895 1.501 2.565
C 6.779 1.172 -2.566
H 8.168 1.542 -4.156
H -1.307 -1.381 -4.508
Br -4.539 5.311 2.697
C -3.037 -1.233 4.106
H -1.034 -2.659 6.921
H 3.285 1.338 0.060
H 2.478 -0.499 4.356
C -1.638 -2.247 6.126
H 1.848 0.717 2.357
C 2.631 1.418 -0.809
As 3.058 3.067 -1.839
C 0.132 1.847 -5.370
H -5.933 -1.793 1.988
C 2.073 -1.056 3.520
H 2.446 -2.988 4.422
C -0.538 -0.893 -2.569
H 0.531 1.901 -1.150
*
```



No. 7
The following is a DFT calculation (wB97M-V/def2-TZVPD) of a cluster of 3 separate species, C4H14N2O2 in total.

As for the HOMO-LUMO gap: 8.473 eV.

Geometry as ORCA input:
```
! wB97M-V def2-TZVPD RIJCOSX def2/J DEFGRID3
* xyz 0 1
H 1.290 1.966 -0.561
O -1.941 0.233 -0.408
H 0.472 -2.274 -0.402
H -3.027 -1.065 -1.438
C 1.741 0.981 -0.407
H -1.766 -0.554 0.769
H 2.223 0.972 0.577
H 0.290 2.013 1.757
H -0.586 0.118 -0.373
C 1.267 -1.530 -0.340
N -2.278 -0.407 -1.649
H 0.347 -0.099 -1.594
H -2.703 0.328 -2.211
C 0.713 -0.129 -0.553
H -1.330 1.679 1.348
O -1.144 -0.832 1.621
H 2.549 0.886 -1.141
H 1.742 -1.644 0.640
H 2.023 -1.782 -1.091
H 0.784 -0.270 2.015
C -0.185 0.048 1.640
N -0.480 1.362 1.798
*
```



No. 8
The following is a DFT calculation (wB97M-V/def2-TZVPD) of a cluster of 2 separate species, C9H8N2O2 in total.

As for the HOMO-LUMO gap (alpha / beta): 7.511 / 8.213 eV.

Geometry as ORCA input:
```
! wB97M-V def2-TZVPD RIJCOSX def2/J DEFGRID3
* xyz 0 1
C -1.485 -0.984 0.104
H 1.675 -2.130 1.649
C -0.316 -0.240 0.190
C 0.416 2.185 0.202
H -3.875 1.073 -0.859
C -2.945 0.791 -0.674
O 3.736 0.193 0.508
O 4.904 0.352 -1.455
C -0.553 1.159 -0.028
H -1.438 -2.102 0.349
C 4.276 0.264 -0.475
C -1.817 1.579 -0.536
H -3.551 -1.234 -0.562
H -1.856 2.579 -0.739
H 1.801 -2.353 -0.100
H 0.089 3.153 -0.067
N 0.864 -0.785 0.314
C -2.701 -0.540 -0.361
C 1.062 -2.152 0.730
N 1.518 1.984 0.797
H 0.195 -2.793 1.014
*
```